[1]
This record from the OMol25 dataset describes a cluster of 9 separate species, C63H138N6O9 in total in a non-equilibrium geometry. The level of theory is the ωB97M-V functional and the def2-TZVPD basis.

Computed properties:
Maximum force ... 6.591 eV Å⁻¹
ΔE to the lowest compared entry with this formula, charge and spin ... 146.7 kcal/mol
HOMO-LUMO gap ... 8.09 eV
Multiplicity ... 1
SMILES ... CC1(C)CCCC(C)(C)N1O.CC1(C)CCCC(C)(C)N1O.CC1(C)CCCC(C)(C)N1O.CC1(C)CCCC(C)(C)N1O.CC1(C)CCCC(C)(C)N1O.CC1(C)CCCC(C)(C)N1O.CC(C)O.CC(C)O.CC(C)O

The geometry in XYZ format:
```
216
Properties=species:S:1:pos:R:3:forces:R:3:lowdin_charge:R:1
C -12.1341 1.7140 4.4650 0.4523 -0.4504 -1.2259 -0.04
C -10.7050 1.9124 3.8754 0.6590 -1.3936 0.7326 -0.47
C -10.7688 2.2146 2.3574 0.7410 0.2279 0.2220 -0.02
C -10.0577 2.9848 4.7415 1.6759 1.4609 -0.8575 -0.12
C -8.4933 3.0588 4.6497 -0.2709 0.0883 0.1954 -0.17
C -7.8722 1.7512 5.0333 -0.1748 -0.1625 -0.0490 -0.16
C -8.4431 0.6029 4.2046 0.9979 -0.4551 0.0195 -0.52
C -7.8132 0.6017 2.8097 -0.4706 -1.0717 -0.7419 -0.03
C -7.9997 -0.6517 4.9799 -0.9131 0.0735 0.1067 -0.03
N -9.8851 0.6794 4.1471 -1.1345 2.0963 1.3930 -0.13
O -10.5839 -0.4522 3.7637 0.4362 -0.9803 -0.3417 -0.01
H -12.1116 1.3974 5.5077 0.0788 0.3159 0.0185 0.08
H -12.6905 2.6355 4.2942 -0.0049 0.1030 0.4018 0.08
H -12.6581 0.9428 3.9004 -0.0087 -0.0540 -0.0031 0.07
H -10.8353 1.3431 1.7062 -0.9932 -0.3824 0.4813 0.08
H -11.5334 2.9668 2.1634 -0.0220 -0.1381 -0.2931 0.08
H -9.8124 2.5546 1.9600 0.1734 0.7656 0.4709 0.06
H -10.3781 3.9718 4.4079 -0.4074 0.0907 -0.1021 0.12
H -10.3349 2.9423 5.7948 -0.1169 -0.5099 -0.0409 0.12
H -8.1155 3.3434 3.6677 -0.3797 0.2175 -0.1949 0.10
H -8.1174 3.7928 5.3625 -0.1940 0.3683 -0.1253 0.11
H -8.0080 1.6360 6.1087 -0.3455 -0.4788 0.0940 0.12
H -6.7936 1.6878 4.8899 0.1537 0.4140 -0.1461 0.11
H -6.8178 0.1672 2.7175 0.4545 0.5968 0.5090 0.08
H -7.9198 1.5391 2.2638 0.2639 0.0348 0.1598 0.07
H -8.3610 -0.1525 2.2446 -0.4619 0.0512 -0.2627 0.09
H -6.9161 -0.6767 5.0943 -0.0128 -0.1624 -0.2641 0.07
H -8.4121 -1.5710 4.5640 0.3851 -0.1054 -0.2469 0.07
H -8.4269 -0.5514 5.9777 0.0085 -0.1109 0.2117 0.08
H -10.6911 -0.8590 4.6266 -0.4648 -0.5633 -0.1325 0.10
C -3.7510 2.4207 -4.0165 -0.0909 -1.0235 -0.0128 -0.05
C -4.0808 1.9480 -2.6100 -0.0604 -0.6715 1.7928 -0.43
C -2.7368 2.0004 -1.8054 -0.6670 -1.3235 -0.6173 -0.04
C -5.1170 2.8810 -1.8835 -0.3670 -1.6179 0.8843 -0.12
C -5.5684 2.2790 -0.4965 0.2630 -1.6668 -1.4286 -0.15
C -6.0513 0.7739 -0.6879 -0.2103 2.1945 0.3633 -0.13
C -5.0668 -0.1507 -1.3728 -1.8829 -0.1977 -0.5898 -0.55
C -3.9876 -0.4937 -0.4314 1.2647 -0.6228 1.4820 -0.05
C -5.8695 -1.4896 -1.6368 0.9884 0.6695 -0.4586 -0.02
N -4.6809 0.4694 -2.6270 -1.3860 3.6974 0.7102 -0.12
O -4.1416 -0.4202 -3.5040 1.4788 -0.6519 -0.8861 -0.02
H -3.3775 3.4443 -3.9853 -0.1386 -0.0461 -0.0881 0.09
H -2.9742 1.7522 -4.3877 0.2785 0.2044 -0.1017 0.08
H -4.5633 2.2973 -4.7327 -0.2942 0.3186 0.1937 0.08
H -2.8394 1.8846 -0.7265 -0.1595 0.4743 -0.0987 0.06
H -2.2918 1.0538 -2.1122 0.8737 0.2684 -0.1157 0.08
H -2.1344 2.8657 -2.0819 0.0198 -0.1199 0.1031 0.08
H -4.7060 3.8311 -1.5424 0.3091 0.2732 -1.0194 0.11
H -5.9484 2.9687 -2.5829 -0.2483 0.4317 0.2526 0.11
H -4.6929 2.3221 0.1513 0.0196 -0.1308 0.1644 0.08
H -6.3356 2.8629 0.0121 -0.1366 0.0678 -0.3044 0.10
H -6.9524 0.8298 -1.2988 -0.1696 -0.0988 -0.0076 0.12
H -6.3251 0.3804 0.2910 -0.0079 -0.1865 0.0165 0.09
H -3.0404 -0.7201 -0.9208 -0.0566 -0.2595 0.0525 0.09
H -4.3402 -1.3406 0.1573 0.3948 -0.3338 0.0166 0.08
H -3.8059 0.2622 0.3327 0.1481 0.3367 -0.1879 0.07
H -6.3334 -1.7910 -0.6976 0.0414 -0.1132 -0.0970 0.08
H -5.1413 -2.2273 -1.9737 -0.0879 -0.2799 0.2264 0.07
H -6.6204 -1.4329 -2.4248 -0.1299 0.3857 0.0735 0.08
H -4.8536 -0.5888 -4.1255 0.0324 -0.0566 -0.2155 0.11
C -1.1981 -3.4353 -0.1838 0.7005 -0.1331 0.1071 -0.03
C -0.8645 -4.9285 -0.0846 -0.3256 -0.6370 -0.2807 -0.45
C 0.3850 -5.2713 0.7624 -0.2043 1.3475 -0.5318 -0.03
C -2.1495 -5.5391 0.6275 2.0542 -0.0300 -0.7865 -0.14
C -3.2292 -5.8507 -0.3356 -0.9508 0.8074 0.1134 -0.21
C -2.7084 -6.7167 -1.4897 -0.2505 0.5715 0.5036 -0.10
C -1.5331 -6.1048 -2.3569 -0.6349 0.1505 0.7693 -0.46
C -0.8962 -7.2446 -3.2109 -0.2922 0.3631 -0.0019 -0.02
C -2.0561 -4.9829 -3.2610 0.8873 0.1637 0.2080 -0.03
N -0.5392 -5.4806 -1.4491 -0.8762 -2.1361 0.8184 -0.13
O 0.6861 -5.0921 -2.0907 -1.5178 -0.1076 1.0005 0.00
H -0.4853 -2.9787 -0.8705 0.1836 0.4191 0.3139 0.08
H -2.1928 -3.2027 -0.5639 -0.1191 -0.3878 -0.0225 0.07
H -1.1464 -3.0398 0.8306 0.2229 0.4995 -0.1013 0.08
H 0.2229 -5.2728 1.8403 -0.2752 -0.2368 -0.0112 0.08
H 0.7945 -6.2008 0.3668 0.0214 0.0467 0.4087 0.09
H 1.0759 -4.4494 0.5749 0.5340 -0.2342 0.0141 0.07
H -1.9545 -6.4871 1.1289 0.6546 0.0009 0.0551 0.08
H -2.3787 -4.8109 1.4055 -0.3667 -0.0803 -0.0274 0.10
H -4.0161 -6.2638 0.2955 -0.1850 -1.0535 -0.4116 0.10
H -3.7930 -4.9723 -0.6499 0.4813 0.4631 -0.6154 0.11
H -3.6029 -6.9102 -2.0818 0.3416 -0.1898 -0.6561 0.12
H -2.4037 -7.6675 -1.0524 0.2828 -0.1379 -0.1245 0.11
H 0.0649 -7.5027 -2.7661 0.0752 0.0604 -0.4892 0.08
H -0.8769 -6.9479 -4.2595 0.9211 0.3712 0.0145 0.07
H -1.4740 -8.1605 -3.3350 -0.4382 -0.0331 0.8449 0.07
H -2.4433 -5.3963 -4.1923 -0.6824 0.5406 0.1516 0.09
H -1.2139 -4.3392 -3.5150 0.4221 -0.2911 -0.6780 0.07
H -2.5884 -4.2244 -2.6869 -1.1256 -0.5061 -0.2221 0.07
H 0.3781 -4.3818 -2.6583 0.3945 0.4860 -0.3509 0.07
C -2.3794 -12.3261 5.2253 0.0262 -0.1279 1.4912 -0.06
C -1.6224 -11.2152 4.5107 -1.4785 -1.1826 -1.0714 -0.46
C -0.4680 -10.7469 5.3667 0.1926 1.4203 -0.0135 -0.04
C -1.0180 -11.8917 3.2722 1.4314 1.2761 -1.2111 -0.13
C -0.5213 -10.8466 2.2388 -1.3102 0.0589 -0.3508 -0.17
C -1.6116 -9.8317 1.9015 0.8351 -0.4810 -0.5848 -0.15
C -2.3648 -9.1882 3.0619 1.5668 -0.2090 0.7546 -0.48
C -1.5136 -8.0407 3.7224 -0.4963 -0.2853 -0.9374 0.01
C -3.5913 -8.5725 2.5025 -2.0051 1.0052 0.6743 -0.04
N -2.7393 -10.2134 4.0702 4.3232 -2.7077 -4.1732 -0.13
O -3.4383 -9.7236 5.0799 -1.6587 0.7489 2.4921 -0.02
H -3.1970 -12.8076 4.6888 0.0704 0.3074 -0.3336 0.09
H -1.7064 -13.1112 5.5700 0.2835 -0.1320 -0.4093 0.09
H -2.7552 -11.9656 6.1828 -0.3812 0.2383 0.0607 0.07
H 0.2893 -10.2750 4.7408 -0.0343 0.2319 -0.0504 0.07
H -0.8278 -9.9818 6.0546 0.1586 -0.1162 0.3792 0.08
H 0.0928 -11.5268 5.8818 -0.5503 -0.2573 0.1421 0.09
H -0.0572 -12.3454 3.5154 -0.2727 -0.6230 0.7237 0.11
H -1.6202 -12.6622 2.7910 -0.3741 0.2571 0.1293 0.12
H 0.3984 -10.3356 2.5237 0.0268 -0.1555 0.2969 0.11
H -0.3568 -11.3047 1.2635 0.5539 -0.4167 0.1861 0.11
H -2.2400 -10.2986 1.1430 -0.8201 -0.3134 0.5614 0.11
H -1.1206 -9.1174 1.2406 -0.0450 0.8514 0.4173 0.11
H -1.0425 -7.5085 2.8959 -0.1037 0.3774 0.0646 0.06
H -0.6941 -8.3260 4.3820 -0.3861 -0.2704 0.1151 0.07
H -2.2473 -7.3992 4.2104 0.4141 0.2113 0.2990 0.06
H -4.3016 -8.4077 3.3126 0.0286 0.2264 0.3798 0.08
H -4.2087 -9.1587 1.8218 0.6339 -0.1956 -0.4579 0.10
H -3.4103 -7.5604 2.1405 0.0805 -0.2031 -0.4493 0.07
H -4.1470 -10.3683 5.0185 -0.7903 0.4354 0.9124 0.11
C -6.5991 -8.9961 8.4897 -0.4385 -0.7636 0.3295 -0.03
C -6.3205 -7.4903 8.4790 0.9597 1.2324 1.5307 -0.43
C -7.5624 -6.7154 7.9584 0.4100 -0.5317 -0.2546 -0.03
C -6.1264 -6.7919 9.9382 0.1641 -0.6120 -1.2722 -0.13
C -4.8392 -7.1654 10.6805 -1.3238 0.9104 -1.5740 -0.19
C -3.6326 -6.8576 9.7826 0.0460 -1.2234 -0.5755 -0.12
C -3.6781 -7.4989 8.2938 -1.2426 1.2038 0.8371 -0.38
C -2.6397 -6.6897 7.4320 -0.2246 -0.8597 -0.3519 -0.02
C -3.3926 -9.0041 8.4147 0.7763 -0.2628 0.4986 -0.04
N -5.0710 -7.2029 7.7241 1.0148 2.6684 3.4852 -0.15
O -5.1482 -7.4015 6.3947 -0.6250 -1.1141 -1.1725 -0.01
H -5.9128 -9.7051 8.9527 0.6617 0.7007 0.2913 0.07
H -7.5267 -9.2734 8.9903 -0.4058 0.3564 -0.2576 0.08
H -6.6481 -9.3763 7.4694 -0.3840 0.0869 -0.2883 0.08
H -8.3846 -7.0058 8.6123 -0.1273 0.0700 -0.0189 0.09
H -7.4279 -5.6366 8.0365 0.1693 -0.0545 -0.0334 0.07
H -7.8604 -6.9451 6.9354 0.1898 -0.1850 -0.0492 0.06
H -6.1199 -5.7108 9.7991 0.0500 0.0580 -0.4826 0.09
H -7.0099 -6.9561 10.5551 -0.0974 -0.4464 -0.0110 0.11
H -4.8115 -6.4299 11.4844 0.2235 -0.6938 0.6717 0.11
H -5.0257 -8.2018 10.9619 0.9406 -0.0328 0.4954 0.11
H -2.7776 -7.2237 10.3510 0.4579 -0.3422 -0.4629 0.11
H -3.4413 -5.7853 9.7418 -0.4782 0.1258 -0.3077 0.10
H -2.6912 -5.6199 7.6348 0.0140 -0.1098 0.1881 0.07
H -2.7191 -6.8012 6.3506 -0.9064 -0.1317 -0.0212 0.05
H -1.6203 -7.0671 7.5130 0.1320 0.0744 0.9571 0.08
H -2.3097 -9.1235 8.3831 0.0900 -0.2815 -0.4999 0.08
H -3.8907 -9.7023 7.7420 0.2393 0.4537 -0.5920 0.06
H -3.6180 -9.4347 9.3903 -0.3902 0.4507 0.3370 0.07
H -5.3576 -8.3383 6.4053 0.0900 -0.6795 -1.3926 0.07
C -12.6814 -7.0924 2.5727 0.9836 0.2872 -0.1456 -0.04
C -11.6014 -6.0697 3.1409 -0.9764 -0.6568 0.9785 -0.42
C -12.2191 -4.6493 3.1468 0.9257 0.9779 -0.6273 -0.04
C -11.4195 -6.4333 4.6926 -0.0307 0.0950 -1.8923 -0.12
C -10.1748 -5.7172 5.2104 -2.1253 0.3816 1.0951 -0.20
C -9.0124 -6.1480 4.4362 1.1967 -0.6334 0.5502 -0.17
C -8.9881 -5.8202 2.9494 -1.7034 1.8710 0.4886 -0.51
C -8.6614 -4.3017 2.6741 -1.2367 -0.4683 1.1057 0.01
C -7.9480 -6.6197 2.3312 1.5193 -1.8154 -1.6261 -0.06
N -10.3039 -6.2181 2.3797 -0.9850 -1.2317 1.8982 -0.11
O -10.4541 -5.9452 1.0148 0.0753 0.6981 -0.0300 -0.01
H -13.5242 -7.3937 3.1947 0.1779 0.6767 0.8201 0.07
H -13.1753 -6.6980 1.6847 0.4472 -0.1674 -0.3433 0.07
H -12.1773 -8.0445 2.4070 0.1232 0.0568 -0.5335 0.07
H -11.6216 -3.9598 2.5504 -0.0678 -0.2168 -0.7230 0.07
H -13.2423 -4.5818 2.7771 0.0200 -0.1951 0.1485 0.08
H -12.1245 -4.1051 4.0864 -0.4079 -0.5260 0.4989 0.07
H -12.4045 -6.2282 5.1120 0.2411 0.6920 0.3721 0.11
H -11.3667 -7.5120 4.8395 0.6212 -0.2170 -0.2305 0.11
H -10.2756 -4.6323 5.1803 -0.2486 0.1802 -0.1868 0.11
H -10.0350 -5.9328 6.2697 0.1121 -0.1533 0.1121 0.11
H -8.9103 -7.2191 4.6103 -0.1157 -0.4113 -0.5516 0.13
H -8.1501 -5.7938 5.0010 0.5679 0.5124 -0.6643 0.11
H -8.6774 -4.0492 1.6138 0.6535 -0.2047 0.0782 0.09
H -7.8037 -4.0057 3.2781 0.4519 0.0105 -0.5894 0.06
H -9.4416 -3.6708 3.0999 -0.3218 -0.0552 0.0956 0.06
H -6.9801 -6.5479 2.8271 0.1990 0.6554 -0.2392 0.09
H -7.9207 -6.3922 1.2655 0.6569 0.2700 -0.0435 0.09
H -8.1019 -7.6988 2.3381 -0.6347 -0.1523 0.3534 0.09
H -10.2197 -6.7724 0.5877 -0.1047 -0.1570 -0.0972 0.10
C -4.1166 -4.6994 4.6514 1.2597 0.7197 -0.0021 -0.03
C -4.4229 -3.3935 3.8281 -1.0564 -2.3355 0.9152 -0.47
C -3.2552 -2.5639 3.4359 1.4165 0.2156 0.3355 -0.05
O -5.1173 -3.8251 2.6922 -0.2780 0.1705 -1.9054 -0.06
H -3.5591 -5.4704 4.1195 0.1292 0.3178 -0.8863 0.06
H -4.9652 -5.2843 5.0063 -0.3680 0.6389 0.2824 0.06
H -3.4167 -4.4636 5.4530 -0.4141 0.0865 0.5572 0.07
H -5.1314 -2.8042 4.4103 0.1466 0.3964 0.3962 0.12
H -2.4017 -3.1094 3.0333 -0.1753 -0.5801 -0.1742 0.07
H -2.8346 -2.1350 4.3454 -0.1803 0.2986 0.0268 0.06
H -3.4309 -1.7764 2.7030 -0.5523 0.0542 0.1906 0.08
H -5.9566 -4.2301 2.9227 0.0765 -0.0309 0.1522 0.04
C -1.2782 0.3024 4.1057 0.2518 2.3248 0.5746 -0.05
C -1.9686 1.7334 4.3152 -1.2988 -1.6757 -0.6268 -0.41
C -3.5413 1.4738 4.1665 1.9315 0.1472 0.9705 -0.05
O -1.6999 2.3868 5.5830 -0.2944 -0.8375 -1.0921 -0.06
H -1.4219 -0.0069 3.0704 -0.6779 -0.4088 0.2371 0.07
H -1.6549 -0.3246 4.9138 -0.0537 -0.3751 -0.4998 0.06
H -0.1912 0.3393 4.1784 0.1376 0.2596 0.3486 0.06
H -1.7408 2.4009 3.4841 0.4696 0.1373 0.0773 0.12
H -4.0091 2.3517 4.6120 -0.4608 -0.1392 -0.3530 0.07
H -3.7931 0.5693 4.7203 -0.1438 0.1078 0.3182 0.06
H -3.8150 1.2520 3.1350 0.0378 0.4758 -0.0666 0.06
H -0.8600 2.8390 5.4745 0.1078 0.0159 0.1190 0.08
C -5.7413 -3.1402 7.7644 -0.3055 0.0526 0.0381 -0.06
C -4.9966 -1.8541 7.8542 0.7249 1.0905 1.2091 -0.47
C -5.1675 -1.1863 9.2594 0.6167 0.0018 -0.1616 -0.05
O -3.6155 -2.1026 7.4862 -0.7170 0.1500 0.1571 -0.05
H -5.7216 -3.5323 6.7475 0.0927 -0.1865 0.1100 0.07
H -6.7722 -2.9120 8.0351 -0.1944 -0.3262 0.0431 0.09
H -5.3006 -3.8393 8.4752 -0.1509 -0.2613 -0.1551 0.08
H -5.4507 -1.1143 7.1950 0.2833 0.0025 -0.5774 0.11
H -6.1499 -0.7200 9.3333 -0.1669 -0.3587 0.0774 0.08
H -4.4837 -0.3641 9.4702 0.2809 0.2734 -0.6837 0.07
H -4.9617 -1.8178 10.1236 -0.4237 -0.6090 -0.1678 0.08
H -3.0379 -1.6545 8.1085 -0.0246 0.1435 -0.0002 0.08
```
Forces are in eV/Å.



[2]
This record from the OMol25 dataset describes a cluster of 6 separate species, C6H24O6 in total in a non-equilibrium geometry. The level of theory is the ωB97M-V functional and the def2-TZVPD basis.

Computed properties:
Maximum force ... 2.024 eV Å⁻¹
ΔE to the lowest compared entry with this formula, charge and spin ... 94.8 kcal/mol
HOMO-LUMO gap ... 10.73 eV
Multiplicity ... 1
SMILES ... CO.CO.CO.CO.CO.CO

The geometry in XYZ format:
```
36
Properties=species:S:1:pos:R:3:forces:R:3:nbo_charge:R:1
C 4.2719 -1.5154 -1.4187 0.5304 -1.2657 0.2045 -0.25
O 4.7685 -2.4624 -2.3782 -0.5291 0.4049 -0.4645 -0.73
H 4.2397 -2.0594 -0.4716 0.0864 0.6094 0.3603 0.17
H 4.9557 -0.6692 -1.4051 -0.2144 0.2098 0.2970 0.17
H 3.2434 -1.2184 -1.6140 0.0942 0.0598 -0.4883 0.17
H 5.2131 -3.1713 -1.9155 0.0354 -0.0187 0.0995 0.47
C 3.2312 0.2584 2.0612 -0.3210 1.1678 1.0017 -0.25
O 3.4584 1.3839 2.9271 0.3998 0.2673 -0.3210 -0.74
H 3.8514 0.4039 1.1803 0.1595 -0.2083 0.1021 0.18
H 3.4969 -0.6186 2.6529 -0.2126 -0.4445 -0.6443 0.17
H 2.1828 0.3156 1.7574 0.0304 -0.6727 -0.1208 0.16
H 2.7755 1.4118 3.6004 -0.0943 -0.1006 -0.0371 0.47
C 0.1580 -0.2033 -0.6429 0.3431 0.4618 1.1250 -0.25
O -0.5125 1.0276 -0.3618 -0.0402 0.2583 -0.8529 -0.75
H 1.2209 -0.0826 -0.8806 -0.0506 0.2848 -0.0648 0.15
H 0.0895 -0.7608 0.2936 -0.0159 -0.7856 -0.5055 0.18
H -0.3128 -0.6810 -1.4963 -0.2413 -0.1896 0.2603 0.19
H -0.0756 1.4888 0.3602 0.0082 -0.1097 0.0747 0.48
C -3.0577 -3.2671 0.0289 -0.4973 0.0585 0.1628 -0.25
O -2.5726 -1.9453 0.2001 -0.0437 -0.1595 0.2169 -0.73
H -2.2675 -3.9763 0.2644 0.1975 0.1210 -0.3175 0.18
H -3.8752 -3.5140 0.7183 -0.0247 0.2072 0.0471 0.15
H -3.4492 -3.3920 -0.9832 0.2548 -0.3051 -0.0646 0.17
H -3.2568 -1.3491 -0.1214 0.1950 0.1409 -0.1038 0.48
C -1.5082 3.5750 2.6203 -1.1905 -1.5382 0.5600 -0.25
O -0.9620 2.2701 2.8897 1.1372 0.4012 -0.1369 -0.75
H -2.2687 3.7279 3.3937 0.0071 0.5749 -0.1764 0.17
H -0.7495 4.3437 2.6964 0.2258 -0.1864 -0.1627 0.19
H -2.0109 3.5262 1.6521 0.1941 0.5447 -0.0968 0.17
H -1.6507 1.6054 2.9178 -0.2904 0.1432 -0.1025 0.47
C -3.3577 1.0312 -3.3238 0.1632 0.7698 0.0584 -0.24
O -2.7575 0.2085 -2.3543 -0.4180 -0.8886 0.1769 -0.74
H -2.7944 1.0306 -4.2613 -0.0035 0.1583 0.0136 0.16
H -4.3756 0.7165 -3.5534 0.1181 -0.4750 0.2285 0.18
H -3.4623 2.0480 -2.9259 0.1649 0.0925 -0.3034 0.16
H -1.8795 0.5133 -2.1066 -0.1577 0.4122 -0.0254 0.49
```
Forces are in eV/Å.